{"formula": "C27H48BF6KN5O4P2S3", "method": "ωB97M-V/def2-TZVPD", "symbols": ["K", "C", "C", "C", "C", "P", "C", "N", "B", "N", "C", "P", "C", "C", "C", "C", "C", "C", "C", "C", "C", "C", "C", "C", "C", "C", "C", "C", "C", "C", "H", "H", "H", "H", "H", "H", "H", "H", "H", "H", "H", "H", "H", "H", "H", "H", "H", "H", "H", "H", "H", "H", "H", "H", "H", "H", "H", "H", "H", "H", "H", "H", "H", "H", "H", "H", "H", "H", "H", "H", "H", "H", "H", "H", "F", "C", "F", "F", "S", "O", "O", "N", "S", "O", "O", "C", "F", "F", "F", "N", "C", "N", "S", "H", "H", "H", "H"], "positions_angstrom": [[1.213, -0.576, -0.401], [2.025, -2.729, 4.387], [2.083, -1.175, 4.203], [3.249, -0.941, 3.301], [2.402, -0.504, 5.545], [0.591, -0.504, 3.200], [0.707, 1.338, 3.649], [0.062, 2.094, 2.581], [0.311, 1.940, 1.144], [-0.804, 2.739, 0.534], [-1.367, 2.801, -0.794], [-0.515, 1.637, -1.973], [-1.963, 0.983, -3.064], [-2.985, 1.998, -3.619], [-2.572, -0.111, -2.200], [-1.323, 0.235, -4.263], [0.515, 2.802, -2.997], [1.408, 3.692, -2.041], [-0.235, 3.801, -3.908], [1.512, 1.979, -3.871], [-1.513, 3.387, 1.560], [-2.657, 4.168, 1.445], [-3.386, 4.503, 2.648], [-2.888, 4.069, 3.852], [-1.650, 3.338, 3.937], [-1.008, 2.939, 2.796], [-1.021, -0.926, 4.053], [-1.208, -0.476, 5.505], [-2.109, -0.199, 3.120], [-1.269, -2.460, 3.890], [2.922, -3.156, 4.863], [1.814, -3.216, 3.422], [1.234, -2.919, 5.067], [4.175, -1.095, 3.850], [3.374, 0.082, 2.866], [3.276, -1.582, 2.394], [3.344, -0.889, 5.889], [1.639, -0.669, 6.336], [2.467, 0.585, 5.366], [1.759, 1.711, 3.544], [0.246, 1.621, 4.571], [-1.313, 3.873, -1.130], [-2.427, 2.466, -0.657], [-3.584, 2.386, -2.842], [-3.649, 1.524, -4.338], [-2.618, 2.784, -4.278], [-3.185, 0.312, -1.473], [-1.856, -0.819, -1.799], [-3.210, -0.734, -2.887], [-1.027, 0.815, -5.137], [-2.132, -0.407, -4.744], [-0.443, -0.318, -3.968], [0.923, 4.543, -1.628], [2.339, 4.072, -2.559], [1.719, 3.103, -1.196], [-1.050, 4.301, -3.361], [-0.879, 3.254, -4.637], [0.320, 4.550, -4.462], [2.307, 1.453, -3.303], [2.060, 2.633, -4.571], [0.972, 1.258, -4.493], [-3.012, 4.468, 0.479], [-4.254, 5.130, 2.641], [-3.400, 4.336, 4.787], [-1.364, 2.934, 4.915], [-0.966, 0.600, 5.650], [-0.643, -1.104, 6.143], [-2.238, -0.635, 5.791], [-1.986, 0.862, 3.088], [-3.055, -0.327, 3.595], [-2.004, -0.649, 2.101], [-0.886, -3.062, 4.739], [-0.738, -2.817, 3.001], [-2.307, -2.648, 3.842], [2.728, -1.738, -4.208], [2.993, -2.558, -3.245], [3.441, -1.818, -2.180], [3.986, -3.324, -3.683], [1.592, -3.597, -2.624], [0.707, -2.603, -2.028], [1.110, -4.335, -3.752], [2.331, -4.485, -1.597], [2.370, -4.314, -0.021], [1.875, -5.499, 0.631], [1.907, -3.012, 0.447], [4.152, -4.334, 0.266], [4.418, -3.958, 1.528], [4.795, -3.388, -0.449], [4.774, -5.491, 0.000], [-2.260, -3.596, -5.281], [-1.676, -2.767, -6.170], [-0.339, -2.815, -6.122], [-2.527, -1.846, -7.233], [-1.688, -4.011, -4.548], [-3.250, -3.450, -5.216], [0.206, -3.377, -5.495], [0.082, -2.134, -6.716]], "atomic_forces_ev_per_a": [[0.087, 0.138, 0.410], [-0.141, 0.900, -0.439], [-0.437, -0.974, 0.340], [1.468, 1.054, -1.971], [-1.347, 0.683, -0.200], [0.518, 0.309, 0.811], [1.076, 0.387, -2.191], [-0.896, 0.525, -0.449], [-0.020, -0.311, -0.982], [0.552, 0.298, 1.628], [-0.095, 0.365, 0.325], [-0.392, 0.070, -0.383], [1.649, 0.585, -1.048], [0.286, -0.946, -0.805], [-0.552, -0.926, -2.308], [-1.357, -0.232, -0.857], [1.621, 1.752, -0.616], [0.805, -0.933, -0.956], [-2.248, -1.233, -0.245], [0.039, -0.060, -0.146], [-0.576, -0.484, -1.321], [-0.422, -0.013, 1.636], [1.492, -0.431, -1.127], [1.104, -0.190, 0.752], [-1.547, -0.056, 0.989], [0.168, 0.346, 0.193], [-0.797, 0.176, -0.708], [-0.237, 0.724, -1.031], [1.818, -1.338, 0.199], [1.659, 0.531, 0.738], [0.050, 0.381, -0.426], [0.170, 0.021, 0.385], [-0.904, -0.535, 0.597], [0.242, -0.301, 0.084], [-0.481, -0.380, 0.548], [-0.232, 0.034, 0.655], [0.569, -0.056, 0.334], [0.363, 0.001, -0.535], [0.204, -0.457, 0.378], [-0.525, -0.801, 0.854], [0.152, -0.021, 0.732], [-0.426, -0.924, -0.140], [0.475, 0.456, -0.632], [-0.717, 0.763, 0.897], [-0.407, -0.723, 0.190], [0.500, 0.104, 0.699], [-1.016, 0.469, 1.622], [0.323, 0.173, 0.240], [0.204, 0.510, 0.665], [0.103, 0.692, 0.264], [1.070, 0.269, 0.872], [0.027, -0.649, 0.147], [-0.795, 0.732, 0.192], [-0.997, -0.493, 0.234], [0.359, -0.350, 0.496], [0.550, 0.256, 0.269], [1.002, 0.196, 0.037], [0.594, -0.053, 0.206], [-0.667, 0.181, 0.008], [-0.281, 0.055, 0.275], [0.257, 0.041, 0.170], [-0.173, 0.116, -0.268], [-0.380, 0.113, -0.262], [0.234, -0.185, -0.444], [0.029, 0.339, -0.307], [-0.155, -0.805, 0.073], [0.897, -0.403, 0.833], [-0.539, 0.104, 0.093], [0.355, 0.557, -0.242], [-0.996, -0.622, 0.010], [-0.542, 0.510, 0.755], [-0.057, 0.467, -0.322], [-0.394, -0.086, -0.039], [-1.270, -0.282, -0.318], [-1.096, 1.145, -1.097], [0.913, -0.476, 1.360], [-0.255, -0.404, -0.639], [0.369, -0.429, 0.291], [-0.470, 1.715, 0.852], [0.298, -0.772, -0.817], [0.006, -0.172, -0.264], [0.169, -0.571, 0.260], [-1.981, 0.197, 0.075], [0.452, 0.750, -0.225], [0.822, -1.317, -0.178], [2.554, 1.124, 0.230], [-0.587, -0.844, 0.316], [-0.545, -0.226, -0.617], [-0.809, 0.185, 0.255], [-0.108, 0.046, 0.017], [0.656, -1.124, 0.911], [0.069, 0.722, -0.750], [-0.470, 0.568, -0.578], [-0.602, 0.186, -0.139], [-0.099, -0.391, 0.469], [0.036, -0.090, 0.298], [0.626, 0.048, -0.146]], "lowdin_charge": [0.526, -0.081, -0.699, -0.157, -0.093, 1.124, -0.286, -0.092, -0.402, -0.070, -0.326, 1.079, -0.663, -0.079, -0.111, -0.130, -0.675, -0.100, -0.109, -0.111, -0.199, -0.019, -0.119, -0.128, -0.037, -0.250, -0.669, -0.088, -0.065, -0.104, 0.089, 0.076, 0.037, 0.079, 0.086, 0.069, 0.065, 0.077, 0.072, 0.098, 0.050, 0.100, 0.099, 0.057, 0.080, 0.054, 0.051, 0.067, 0.099, 0.071, 0.060, 0.056, 0.057, 0.096, 0.030, 0.070, 0.056, 0.076, 0.082, 0.081, 0.044, 0.082, 0.076, 0.090, 0.092, 0.070, 0.047, 0.074, 0.040, 0.066, 0.093, 0.072, 0.067, 0.055, 0.178, -0.680, 0.075, 0.143, 0.582, -0.390, -0.283, -0.286, 0.618, -0.264, -0.385, -0.655, 0.121, 0.110, 0.143, 0.087, -1.067, 0.106, 0.548, 0.105, 0.078, 0.064, 0.080], "total_energy_ha": -4733.7110, "de_lowest_ev": 0.179, "lumo_energy_ha": 0.08142, "orbital_gap_ev": 5.24, "total_charge": -1, "spin_multiplicity": 1}

{"formula": "C26H34N5O2S4Ta", "method": "ωB97M-V/def2-TZVPD", "symbols": ["Ta", "O", "C", "N", "C", "C", "C", "C", "C", "C", "N", "C", "C", "C", "C", "C", "N", "H", "H", "H", "H", "H", "H", "H", "H", "H", "H", "C", "C", "S", "C", "C", "S", "C", "C", "S", "H", "H", "H", "H", "H", "H", "H", "H", "H", "H", "H", "H", "N", "C", "O", "C", "C", "C", "N", "C", "C", "H", "H", "H", "H", "H", "H", "C", "S", "C", "H", "H", "H", "H", "H", "H"], "positions_angstrom": [[-0.464, -0.262, 0.391], [-4.317, 1.132, -0.687], [-3.433, 0.441, -0.250], [-2.129, 0.884, -0.060], [-2.012, 2.328, -0.202], [-1.367, 2.936, 1.013], [-1.682, 4.226, 1.429], [-1.099, 4.716, 2.585], [-0.194, 3.919, 3.273], [0.087, 2.655, 2.782], [-0.495, 2.182, 1.680], [-3.697, -0.977, 0.144], [-5.009, -1.441, 0.093], [-5.274, -2.741, 0.498], [-4.217, -3.540, 0.908], [-2.936, -3.004, 0.908], [-2.682, -1.751, 0.538], [-3.009, 2.765, -0.345], [-1.415, 2.573, -1.091], [-2.393, 4.812, 0.870], [-1.354, 5.702, 2.945], [0.277, 4.257, 4.183], [0.801, 2.011, 3.276], [-5.787, -0.777, -0.253], [-6.283, -3.126, 0.483], [-4.378, -4.556, 1.234], [-2.096, -3.607, 1.218], [2.120, -1.086, 3.687], [0.756, -1.685, 3.971], [-0.172, -2.412, 2.570], [0.824, -3.798, 1.894], [2.093, -3.489, 1.124], [1.901, -2.237, -0.220], [3.425, -1.238, -0.021], [3.696, -0.678, 1.365], [2.245, 0.041, 2.227], [2.868, -1.865, 3.556], [2.412, -0.488, 4.554], [0.050, -0.950, 4.364], [0.874, -2.479, 4.715], [0.121, -4.320, 1.246], [1.065, -4.458, 2.729], [2.407, -4.408, 0.622], [2.901, -3.169, 1.774], [3.325, -0.446, -0.763], [4.260, -1.878, -0.319], [4.431, 0.125, 1.280], [4.130, -1.429, 2.024], [3.426, 4.157, -4.992], [3.740, 3.794, -3.758], [4.786, 3.984, -3.185], [2.693, 2.992, -2.976], [1.964, 1.947, -3.528], [1.196, 1.149, -2.687], [1.114, 1.348, -1.371], [1.791, 2.371, -0.843], [2.596, 3.202, -1.604], [4.102, 4.693, -5.525], [2.522, 4.008, -5.410], [1.998, 1.715, -4.581], [0.650, 0.312, -3.096], [1.715, 2.518, 0.226], [3.170, 3.983, -1.132], [-2.738, -1.380, -3.136], [-1.045, -1.580, -2.529], [-0.935, -3.387, -2.491], [-2.753, -1.662, -4.190], [-3.024, -0.335, -3.052], [-3.421, -2.019, -2.583], [-1.683, -3.804, -1.823], [0.069, -3.659, -2.181], [-1.103, -3.755, -3.502]], "atomic_forces_ev_per_a": [[-1.207, 0.866, -0.520], [0.730, -0.250, 0.283], [-1.850, -0.877, -0.462], [3.149, -1.443, 0.914], [0.321, 1.130, -0.138], [-0.378, 0.351, -0.104], [0.082, -0.438, -0.084], [0.091, -0.012, -0.039], [-0.020, -0.311, -0.132], [0.332, 0.192, 0.508], [-0.007, -1.972, -1.213], [-0.801, -0.039, -0.166], [0.436, 0.178, 0.044], [0.128, -0.075, -0.048], [0.078, 0.271, -0.031], [0.189, -0.521, 0.086], [1.640, 1.669, -0.195], [0.289, -0.250, -0.059], [-0.109, -0.046, 0.091], [-0.102, 0.076, -0.068], [0.005, 0.083, 0.046], [0.079, 0.023, 0.076], [-0.015, 0.046, 0.074], [-0.035, 0.067, 0.025], [-0.129, -0.040, 0.020], [0.053, -0.090, 0.016], [-0.022, -0.060, 0.024], [-0.060, 0.101, -0.180], [-0.063, 0.059, -0.346], [0.034, 0.910, -0.630], [-0.063, 0.438, -0.221], [-0.021, 0.286, -0.277], [-0.615, 0.465, 0.324], [-0.248, -0.070, -0.123], [-0.155, 0.061, -0.046], [-0.677, -0.242, -0.383], [0.001, 0.068, 0.003], [0.044, -0.030, -0.044], [0.050, -0.069, 0.055], [-0.169, 0.028, -0.004], [-0.101, -0.085, 0.077], [-0.143, -0.003, 0.101], [0.072, 0.059, 0.056], [0.002, 0.028, -0.034], [0.002, -0.031, -0.035], [-0.064, 0.055, -0.073], [-0.039, -0.009, 0.001], [-0.060, 0.093, 0.042], [-0.095, 0.331, -0.946], [-0.063, -0.368, 0.882], [0.031, 0.075, 0.092], [0.185, 0.018, -0.253], [-0.252, -0.109, 0.470], [-0.041, -0.296, -0.695], [-1.260, -1.337, 1.244], [0.525, 0.614, 0.368], [-0.237, -0.297, 0.147], [-0.070, -0.112, 0.096], [0.042, 0.062, 0.092], [0.018, -0.041, -0.103], [-0.010, -0.008, -0.021], [-0.039, 0.027, 0.043], [0.089, 0.113, 0.050], [-0.029, 0.085, 0.293], [0.420, 0.328, 0.748], [0.020, 0.174, 0.237], [0.178, -0.027, 0.000], [-0.014, 0.075, -0.002], [-0.046, -0.005, 0.075], [-0.059, -0.030, 0.054], [0.059, -0.016, -0.002], [-0.007, 0.109, -0.081]], "lowdin_charge": [1.765, 0.182, -0.444, -0.147, -0.134, -0.260, 0.046, 0.031, 0.014, -0.127, 0.026, -0.217, 0.068, 0.045, 0.029, -0.132, 0.014, 0.145, 0.138, 0.144, 0.145, 0.136, 0.071, 0.149, 0.147, 0.141, 0.074, -0.431, -0.445, 0.877, -0.434, -0.427, 0.826, -0.459, -0.442, 0.885, 0.082, 0.111, 0.094, 0.118, 0.080, 0.121, 0.113, 0.074, 0.072, 0.116, 0.109, 0.088, 0.220, -0.506, 0.124, -0.065, 0.044, -0.134, -0.010, -0.133, 0.052, 0.152, 0.123, 0.137, 0.047, 0.092, 0.144, -0.298, 0.807, -0.315, 0.081, 0.054, 0.055, 0.047, 0.024, 0.080], "total_energy_ha": -3083.6772, "de_lowest_ev": 5.062, "lumo_energy_ha": -0.53778, "orbital_gap_ev": 3.95, "total_charge": 4, "spin_multiplicity": 1}